1.
Computed, not measured: C4H6I2S as an isolated structure, with ωB97M-V with the def2-TZVPD basis set.

CARTESIAN COORDINATES (ANGSTROEM)
C: 0.0134 0.9282 0.8452
C: -0.7907 -0.1923 0.0786
C: -0.6849 -1.6748 0.2553
C: 1.1596 1.0666 0.2519
S: 1.1147 0.7493 -1.6363
I: -2.7702 0.5596 0.7203
I: 2.5366 2.5151 0.7587
H: -0.2585 1.5347 1.7369
H: -0.7176 -0.2212 -1.0497
H: -0.3381 -2.1771 1.1685
H: -1.6108 -2.0090 -0.3534
H: -0.0195 -1.7379 -0.5851
H: 2.3660 0.6589 -2.1909

M = 340.0 g mol⁻¹
Frontier orbital gap = 9.02 eV
Lowest unoccupied orbital energy = -0.0003 Ha

Löwdin population analysis, charges in e, atoms 1 to 8: -0.4096 -0.8216 -0.1669 -1.0710 0.6755 0.7509 0.8406 0.0803

=====

2.
Computed, not measured: a 2-piece molecular cluster, C4H6IN overall, with ωB97M-V with the def2-TZVPD basis set.

CARTESIAN COORDINATES (ANGSTROEM)
C: -0.3932 1.9242 -2.1323
C: 0.6873 -1.3564 1.1098
C: -0.0660 1.5665 0.2398
C: 0.1341 -2.5202 0.9727
N: -0.3393 1.8270 -0.9045
I: -1.3969 -3.1160 2.3780
H: 0.4991 2.0752 -2.8005
H: -1.3283 2.1616 -2.5263
H: 0.3945 -0.8174 2.0902
H: 1.4229 -0.9904 0.4290
H: 0.0560 2.3674 0.9946
H: 0.3300 -3.1215 0.1497

M = 195.0 g mol⁻¹
Frontier orbital gap = 8.88 eV
Lowest unoccupied orbital energy = 0.0241 Ha

Löwdin population analysis, charges in e, atoms 1 to 8: -0.0528 -0.1961 0.0511 -0.6550 -0.1466 0.6810 0.0994 0.0481